Entry 1:
The following is a DFT calculation (wB97M-V/def2-TZVPD) of a molecular structure, C29H47KN8OS.

Last column: Mulliken charge in e.
Cartesian coordinates (Å):
K 0.7135 0.1745 0.3349  1.12
C -1.1780 0.2015 2.6118  -0.64
C -2.1887 0.1168 1.6196  0.25
C -2.2593 -1.2607 1.2196  -0.22
C -1.2708 -1.9474 1.9637  -0.32
C -0.6070 -1.0586 2.8230  -0.97
C 0.5101 -1.4168 3.7829  2.63
C 1.6824 -2.0675 3.0311  -1.45
C -0.0051 -2.4160 4.8302  -2.02
C 1.0383 -0.1732 4.5004  -1.93
C -3.1430 -2.0158 0.2178  2.96
C -2.7536 -1.7239 -1.2405  -1.46
C -4.6427 -1.7547 0.4247  -2.03
C -2.9658 -3.5339 0.3923  -2.36
C -3.0112 1.3595 1.2615  2.66
C -4.3542 1.3675 2.0166  -1.80
C -3.2706 1.5314 -0.2416  -1.53
C -2.2705 2.6373 1.6929  -2.14
H -0.8551 1.1080 3.1016  0.11
H -1.0607 -3.0063 1.8929  0.54
H 1.3382 -2.9292 2.4532  0.17
H 2.4577 -2.4068 3.7286  0.48
H 2.1454 -1.3486 2.3504  0.14
H -0.3749 -3.3230 4.3466  0.31
H -0.8346 -1.9765 5.3889  0.40
H 0.7869 -2.6949 5.5366  0.46
H 1.4326 0.5509 3.7832  0.15
H 1.8422 -0.4494 5.1923  0.46
H 0.2420 0.3050 5.0770  0.32
H -2.8584 -0.6703 -1.4919  -0.06
H -3.3862 -2.3012 -1.9281  0.51
H -1.7119 -2.0000 -1.4101  0.19
H -4.9272 -0.7270 0.2151  0.27
H -4.9261 -1.9762 1.4572  0.33
H -5.2295 -2.3987 -0.2410  0.47
H -1.9493 -3.8407 0.1444  0.28
H -3.6457 -4.0573 -0.2883  0.49
H -3.1881 -3.8444 1.4158  0.45
H -4.9634 0.4986 1.7736  0.20
H -4.9309 2.2722 1.7841  0.46
H -4.1623 1.3455 3.0916  0.35
H -3.8917 0.7445 -0.6594  0.21
H -2.3262 1.5391 -0.7919  0.03
H -3.7761 2.4859 -0.4265  0.55
H -2.1491 2.6871 2.7750  0.34
H -2.8445 3.5163 1.3817  0.48
H -1.2774 2.7047 1.2437  0.33
N 4.5203 -0.3493 -4.1297  -0.39
C 3.8783 0.6433 -3.3345  -0.05
S 3.0889 1.9000 -4.2143  -0.52
N 3.9533 0.3796 -2.0720  -1.03
N 3.2112 1.1027 -1.1344  0.72
C 3.5537 2.3172 -0.9622  -0.82
C 3.0141 3.2236 0.0518  0.59
C 3.2001 4.5888 -0.1689  -0.60
C 2.7477 5.5617 0.7066  -0.64
C 2.0922 5.1398 1.8690  -0.53
C 1.9142 3.8032 2.1397  -0.26
C 2.3658 2.7664 1.2570  0.12
O 2.2044 1.5410 1.5428  -0.94
H 4.8375 0.0455 -5.0020  0.22
H 5.2592 -0.8084 -3.6105  0.27
H 4.3176 2.7468 -1.6189  0.28
H 3.7089 4.8851 -1.0829  0.32
H 2.8916 6.6141 0.4943  0.35
H 1.7184 5.8777 2.5740  0.33
H 1.4125 3.4785 3.0453  0.39
C -0.4422 0.3735 -4.9652  -1.18
N 0.3329 -0.7938 -4.5937  0.21
C 1.2323 -1.3028 -5.6146  -0.95
C 0.6378 -0.9239 -3.2532  -0.13
N 0.0705 -0.3068 -2.2939  0.32
N 1.6691 -1.8487 -2.9835  -0.07
C 1.7867 -2.4021 -1.6972  -0.01
N 3.0615 -2.2649 -1.1795  -0.54
N 0.8003 -3.0242 -1.1788  -0.53
H -0.5768 0.3696 -6.0461  0.32
H 0.0666 1.2988 -4.6742  0.33
H -1.4348 0.3397 -4.5093  0.35
H 0.6743 -1.3962 -6.5485  0.39
H 1.5882 -2.2908 -5.3323  0.33
H 2.0873 -0.6380 -5.7735  0.22
H -0.6662 0.3089 -2.6176  -0.25
H 2.5553 -1.5737 -3.3967  0.31
H 3.5152 -1.3679 -1.3944  0.31
H 3.1409 -2.5405 -0.2128  0.36
H 1.0120 -3.3007 -0.2225  0.22

Atoms 1-2, force components in eV/Å:
-0.5 -0.6 -0.4
0.0 0.0 0.1

Energy, Eh: -2644.74520
Spin multiplicity: 1
Net charge: -2

***

Entry 2:
The following is a DFT calculation (wB97M-V/def2-TZVPD) of a molecular structure, C16H48K4O12P.

Last column: Mulliken charge in e.
Cartesian coordinates (Å):
K 2.4369 -1.0195 1.8176  1.16
K 0.5047 2.3474 1.8548  1.10
K 0.9504 1.6172 -2.7320  1.02
K -2.9632 -0.3581 -1.0568  1.11
P 0.1462 0.1211 -0.1521  -2.18
O -0.1955 -0.8078 -1.3277  -0.81
O -0.2080 -0.4802 1.2224  0.60
O -0.7251 1.3725 -0.4009  -0.43
O 1.6690 0.4763 -0.1153  -0.91
C 5.8148 0.7535 -2.6477  -1.36
C 4.3612 0.4505 -2.3759  0.35
O 4.0854 0.6083 -0.9884  -0.52
H 6.0364 1.8176 -2.6243  0.31
H 6.1119 0.3059 -3.5966  0.38
H 6.4331 0.2619 -1.8920  0.31
H 4.1570 -0.5621 -2.7307  0.23
H 3.7585 1.1862 -2.9360  0.00
H 3.1517 0.3654 -0.8401  0.49
C -2.2777 -2.0871 -4.4167  -1.04
C -1.3683 -0.8934 -4.6360  -0.16
O -1.3343 -0.0141 -3.5164  -0.41
H -2.1139 -2.8672 -5.1626  0.36
H -3.3286 -1.7934 -4.5421  0.30
H -2.1866 -2.5451 -3.4293  0.16
H -1.6875 -0.3356 -5.5141  0.38
H -0.3527 -1.2518 -4.8519  0.27
H -0.8323 -0.4810 -2.8031  0.21
C -0.1104 -0.8558 5.9975  -1.44
C -0.6628 -0.5577 4.6299  0.20
O 0.4475 -0.2900 3.7576  -0.63
H -0.8594 -1.0919 6.7497  0.39
H 0.5282 -0.0472 6.3587  0.32
H 0.5343 -1.7395 5.9255  0.32
H -1.3795 0.2689 4.6415  0.15
H -1.1899 -1.4379 4.2496  0.21
H 0.1135 -0.4138 2.8376  0.41
C -4.5728 1.0929 2.8365  -1.51
C -3.1581 1.0487 2.3269  1.19
O -2.8502 -0.3041 1.9148  -0.55
H -4.7033 0.4235 3.6887  0.40
H -5.2617 0.8054 2.0445  0.30
H -4.8551 2.0859 3.1927  0.40
H -2.4046 1.4159 3.0350  -0.11
H -3.0603 1.6911 1.4349  -0.41
H -1.9597 -0.2067 1.5123  -0.06
C -1.1677 -5.0121 1.8596  -1.43
C -1.0906 -3.7160 1.0949  0.62
O 0.2324 -3.2185 1.1543  -0.54
H -0.7912 -4.8898 2.8751  0.30
H -0.5664 -5.7718 1.3586  0.32
H -2.1970 -5.3676 1.9068  0.39
H -1.7971 -2.9684 1.4848  -0.03
H -1.3873 -3.8940 0.0476  0.02
H 0.1799 -2.2831 0.9012  0.15
C -3.7812 4.5662 0.2820  -1.19
C -2.3152 4.2386 0.0457  0.19
O -2.1989 3.3683 -1.0711  -0.57
H -4.1731 5.1186 -0.5669  0.34
H -3.9118 5.1710 1.1839  0.33
H -4.3100 3.6308 0.4617  0.23
H -1.9210 3.7367 0.9422  -0.12
H -1.7137 5.1335 -0.1365  0.35
H -1.6312 2.6188 -0.8099  0.88
C 1.1620 -4.7135 -3.3227  -1.34
C 0.8877 -3.8728 -2.0950  0.51
O 1.5796 -2.6205 -2.1968  -0.43
H 1.0922 -5.7810 -3.1192  0.39
H 2.1861 -4.4969 -3.6393  0.30
H 0.5277 -4.4587 -4.1736  0.22
H 1.1950 -4.4171 -1.1971  0.24
H -0.1801 -3.6511 -1.9756  -0.19
H 0.9360 -1.9404 -1.9181  0.51
C 3.5144 5.1498 0.6814  -1.25
C 3.5746 3.6593 0.3624  0.13
O 2.3475 3.2376 -0.2975  -0.36
H 3.9254 5.3308 1.6789  0.35
H 2.5031 5.5521 0.6794  0.30
H 4.1400 5.7288 0.0052  0.34
H 3.6879 3.0654 1.2797  0.23
H 4.4309 3.4279 -0.2698  0.13
H 2.3921 2.2642 -0.2364  0.20

Atoms 1-2, force components in eV/Å:
0.2 -0.5 0.2
-0.1 0.2 -0.1

Energy, Eh: -4282.54926
Spin multiplicity: 1
Net charge: +1

***

> Among the records above, which one has the highest net charge?

C16H48K4O12P